1.
This record from OMol25 describes a gas-phase ion, C4H3NO3P (charge -1). The level of theory is wB97M-V/def2-TZVPD.

The geometry in ORCA input format:
```
! RIJCOSX wB97M-V def2-TZVPD def2/J DEFGRID3
* xyz -1 1
O 2.0444 1.7593 -0.0018
C 1.6506 0.5970 0.0226
O 2.5262 -0.4563 0.1520
C 0.2548 0.2800 0.0535
N -0.9873 1.5588 -0.0764
P -2.3630 0.6934 0.0690
C -1.7900 -0.8450 -0.2317
C -0.3343 -0.9306 -0.1671
O 0.2495 -2.0141 -0.1039
H 2.0555 -1.2640 -0.0747
H -0.9572 2.2833 0.5252
H -2.3492 -1.6618 -0.1668
*
```

SMILES string = O=C(O)c1[nH]pcc1[O-]
LUMO level = 0.1509 Ha
electronic energy = -776.0776 a.u.
energy above the lowest of the compared OMol25 structures with the same formula, charge and spin = 0.00 kJ/mol

Results of the Löwdin charge analysis, in e, for atoms 1 through 8:
1. O 0.00
2. C -0.54
3. O 0.07
4. C -0.06
5. N -0.22
6. P 0.77
7. C -0.34
8. C -0.62


2.
This record from OMol25 describes a single C4H3NOS molecule. The level of theory is wB97M-V/def2-TZVPD.

The geometry in ORCA input format:
```
! RIJCOSX wB97M-V def2-TZVPD def2/J DEFGRID3
* xyz 0 1
C -0.1254 -0.2107 0.0054
C 0.4446 -0.7508 -1.0818
C -0.9898 1.7860 1.2012
C 0.6821 -1.5479 -2.0781
N -0.4952 1.0280 0.4211
O -0.0191 1.6226 3.1795
S -0.9584 2.6555 2.5836
H -0.1181 -0.7491 0.9462
H 1.6779 -1.7428 -2.5111
H -0.0986 -2.0907 -2.6659
*
```

LUMO level (alpha / beta) = -0.0187 / -0.0187 Ha
electronic energy = -682.2076 a.u.
energy above the lowest of the compared OMol25 structures with the same formula, charge and spin = 428.12 kJ/mol

Results of the Löwdin charge analysis, in e, for atoms 1 through 8:
1. C -0.13
2. C -0.05
3. C -0.37
4. C 0.00
5. N 0.08
6. O -0.66
7. S 0.84
8. H 0.13


3.
This record from OMol25 describes a single C4H3NOS molecule. The level of theory is wB97M-V/def2-TZVPD.

The geometry in ORCA input format:
```
! RIJCOSX wB97M-V def2-TZVPD def2/J DEFGRID3
* xyz 0 1
C 3.0356 0.0528 -0.0414
C 1.8472 -0.0220 0.0769
C 0.4322 -0.0859 0.0759
N -0.1894 -1.2443 0.0371
O -1.5117 -1.1483 -0.0581
C -1.9935 0.2344 0.0064
S -0.5490 1.3833 -0.0062
H 4.0921 0.1069 -0.1748
H -2.5762 0.3605 -0.8701
H -2.5872 0.3626 0.9544
*
```

SMILES string = C#CC1=NOCS1
LUMO level = 0.0213 Ha
electronic energy = -682.2583 a.u.
energy above the lowest of the compared OMol25 structures with the same formula, charge and spin = 295.19 kJ/mol

Results of the Löwdin charge analysis, in e, for atoms 1 through 8:
1. C 0.14
2. C -0.15
3. C -0.62
4. N 0.04
5. O -0.16
6. C -0.39
7. S 0.95
8. H 0.04


4.
This record from OMol25 describes a single C4H3NOS2 molecule. The level of theory is wB97M-V/def2-TZVPD.

The geometry in ORCA input format:
```
! RIJCOSX wB97M-V def2-TZVPD def2/J DEFGRID3
* xyz 0 1
O 1.8179 1.7520 0.1147
C 0.5330 1.8421 0.0609
C -0.2258 0.6250 -0.0033
S -2.0660 0.5999 -0.0938
N -1.9413 -1.1233 -0.0094
C -0.7721 -1.6309 0.2544
C 0.3695 -0.5825 0.1000
S 1.9341 -1.1333 -0.1293
H 2.1849 0.8046 -0.0035
H -0.0270 2.7695 -0.0486
H -0.4298 -2.7147 0.2985
*
```

SMILES string = O/C=C1/SN=CC1=S
LUMO level = -0.0462 Ha
electronic energy = -1080.5238 a.u.
energy above the lowest of the compared OMol25 structures with the same formula, charge and spin = 171.75 kJ/mol

Results of the Löwdin charge analysis, in e, for atoms 1 through 8:
1. O 0.04
2. C -0.13
3. C -0.52
4. S 0.93
5. N -0.31
6. C -0.23
7. C -0.75
8. S 0.72


5.
This record from OMol25 describes a single C4H3O2 molecule. The level of theory is wB97M-V/def2-TZVPD.

The geometry in ORCA input format:
```
! RIJCOSX wB97M-V def2-TZVPD def2/J DEFGRID3
* xyz 0 2
O -0.9982 -0.4543 1.9147
C 0.2243 -0.3172 1.4279
C 0.4518 -0.5604 -0.0164
C 0.3441 0.1657 -1.1628
C -0.9416 0.2893 -1.6501
O -1.8612 0.2683 -2.3213
H 1.0320 -1.0025 1.8289
H 0.6567 0.7276 1.5048
H 1.0921 0.8835 -1.5257
*
```

LUMO level (alpha / beta) = -0.0731 / -0.0641 Ha
electronic energy = -304.4318 a.u.
energy above the lowest of the compared OMol25 structures with the same formula, charge and spin = 215.90 kJ/mol
expectation value of S² = 0.7833

Results of the Löwdin charge analysis, in e, for atoms 1 through 8:
1. O -0.16
2. C -0.52
3. C 0.15
4. C -0.11
5. C -0.06
6. O 0.28
7. H 0.11
8. H 0.16


6.
This record from OMol25 describes 2 unconnected molecules or ions with the total composition C4H3O2. The level of theory is wB97M-V/def2-TZVPD.

The geometry in ORCA input format:
```
! RIJCOSX wB97M-V def2-TZVPD def2/J DEFGRID3
* xyz 1 3
C -3.6689 0.2347 0.0091
C -2.5012 0.2687 0.3054
C 2.7541 0.0336 -0.0453
C 0.5295 -0.6490 0.0974
O -0.6738 -0.6548 -0.0422
O 1.6034 -0.2416 0.4202
H -4.6415 0.5128 -0.3000
H 2.8741 0.3437 -1.1057
H 3.7243 0.1518 0.6612
*
```

LUMO level (alpha / beta) = -0.2372 / -0.2818 Ha
electronic energy = -304.0072 a.u.
energy above the lowest of the compared OMol25 structures with the same formula, charge and spin = 675.62 kJ/mol
expectation value of S² = 2.0154

Results of the Löwdin charge analysis, in e, for atoms 1 through 8:
1. C 0.04
2. C 0.05
3. C 0.12
4. C -0.01
5. O 0.23
6. O 0.21
7. H 0.03
8. H 0.14


7.
This record from OMol25 describes a molecular structure, C4H3O2Sc. The level of theory is wB97M-V/def2-TZVPD.

The geometry in ORCA input format:
```
! RIJCOSX wB97M-V def2-TZVPD def2/J DEFGRID3
* xyz 0 1
O 1.3599 -1.3704 0.5221
C 0.5715 -0.9998 -0.5383
C -0.9110 -1.0854 -0.3101
C -0.6147 0.3882 -0.3646
C -0.1793 1.4777 0.3032
H -1.2357 -1.4443 0.6833
H -1.4829 -1.4797 -1.1618
H -0.8820 2.2967 0.5346
Sc 2.2435 0.3566 -0.0934
O 1.1306 1.8603 0.4249
*
```

LUMO level (alpha / beta) = -0.0557 / -0.0557 Ha
electronic energy = -1065.2523 a.u.
energy above the lowest of the compared OMol25 structures with the same formula, charge and spin = 0.00 kJ/mol

Results of the Löwdin charge analysis, in e, for atoms 1 through 8:
1. O -0.31
2. C -0.42
3. C -0.16
4. C -0.08
5. C -0.29
6. H 0.12
7. H 0.09
8. H 0.10


8.
This record from OMol25 describes a gas-phase ion, C4H3O4 (charge -1). The level of theory is wB97M-V/def2-TZVPD.

The geometry in ORCA input format:
```
! RIJCOSX wB97M-V def2-TZVPD def2/J DEFGRID3
* xyz -1 1
O 1.4814 -2.2487 1.8507
C 1.7508 -1.2383 2.4895
O 2.2196 -1.0403 3.5875
O 1.2823 0.1186 1.9199
C 1.3776 0.2577 0.5415
C 0.2451 0.1985 -0.1369
C -1.1411 0.3083 -0.4749
O -0.1180 0.4931 -1.4745
H 2.3624 0.5875 0.1743
H -1.7884 -0.5196 -0.6456
H -1.5662 1.2100 -0.1966
*
```

SMILES string = O=C([O-])O/C=C1\CO1
LUMO level = 0.1339 Ha
electronic energy = -455.1627 a.u.
energy above the lowest of the compared OMol25 structures with the same formula, charge and spin = 209.03 kJ/mol

Results of the Löwdin charge analysis, in e, for atoms 1 through 8:
1. O -0.02
2. C -0.75
3. O -0.01
4. O -0.09
5. C -0.12
6. C -0.20
7. C -0.08
8. O -0.04


9.
This record from OMol25 describes a molecular structure, C4H3O4Sm. The level of theory is wB97M-V/def2-TZVPD.

The geometry in ORCA input format:
```
! RIJCOSX wB97M-V def2-TZVPD def2/J DEFGRID3
* xyz 2 8
C -1.3810 -0.8075 -0.1414
C -0.0573 -0.8153 -0.2389
H -1.8719 -1.7652 -0.3110
O 0.7055 0.3077 0.1004
C 1.9128 0.0740 0.4942
O 2.9096 0.4277 -0.0780
Sm 5.6929 0.5588 -0.0483
O -1.8517 1.5821 0.0348
C -2.3239 0.3388 0.0138
O -3.5113 0.1469 0.1129
H -0.8922 1.6363 0.1376
H 0.6684 -1.6842 -0.0761
*
```

LUMO level (alpha / beta) = -0.3854 / -0.3781 Ha
electronic energy = -1112.3551 a.u.
expectation value of S² = 15.7603

Results of the Löwdin charge analysis, in e, for atoms 1 through 8:
1. C 0.09
2. C -0.05
3. H 0.15
4. O 0.03
5. C -0.19
6. O -0.04
7. Sm 1.92
8. O 0.15


10.
This record from OMol25 describes 2 unconnected molecules or ions with the total composition C4H3O5. The level of theory is wB97M-V/def2-TZVPD.

The geometry in ORCA input format:
```
! RIJCOSX wB97M-V def2-TZVPD def2/J DEFGRID3
* xyz -1 1
C 0.1857 2.6018 -0.8699
C 1.2267 0.1794 0.8767
C -0.8575 -0.7203 0.1594
C -0.8769 -1.9993 -0.2535
O 2.1582 -0.4467 1.4042
O 1.1112 3.0623 -1.3889
O 1.3457 1.1734 0.1318
O -0.0900 -0.3939 1.1758
O -1.4649 0.3543 -0.4365
H -1.6044 -2.2460 -0.9919
H -0.8237 1.0906 -0.2118
H -0.3102 -2.6557 0.4046
*
```

LUMO level = 0.1463 Ha
electronic energy = -530.4653 a.u.
energy above the lowest of the compared OMol25 structures with the same formula, charge and spin = 0.00 kJ/mol

Results of the Löwdin charge analysis, in e, for atoms 1 through 8:
1. C 0.00
2. C -0.65
3. C -0.54
4. C 0.06
5. O 0.01
6. O 0.02
7. O -0.06
8. O 0.03


11.
This record from OMol25 describes 2 unconnected molecules or ions with the total composition C4H3OPS. The level of theory is wB97M-V/def2-TZVPD.

The geometry in ORCA input format:
```
! RIJCOSX wB97M-V def2-TZVPD def2/J DEFGRID3
* xyz 0 1
C -1.4172 0.3304 -0.0517
C -0.0636 0.4732 0.1821
C -1.7869 -0.9900 -0.1271
C 0.5687 -0.6902 0.3067
O 3.6980 1.5212 -0.2518
P 3.6588 0.1785 0.2174
S -0.4432 -2.0367 0.0555
H -1.9546 1.1731 -0.3246
H 0.4662 1.3465 0.0097
H -2.7261 -1.3059 -0.0162
*
```

LUMO level (alpha / beta) = -0.0441 / -0.0525 Ha
electronic energy = -968.8447 a.u.
energy above the lowest of the compared OMol25 structures with the same formula, charge and spin = 338.73 kJ/mol

Results of the Löwdin charge analysis, in e, for atoms 1 through 8:
1. C -0.19
2. C -0.29
3. C -0.42
4. C -0.44
5. O -0.59
6. P 0.83
7. S 0.93
8. H 0.08


12.
This record from OMol25 describes a single C4H3PS molecule. The level of theory is wB97M-V/def2-TZVPD.

The geometry in ORCA input format:
```
! RIJCOSX wB97M-V def2-TZVPD def2/J DEFGRID3
* xyz 0 1
C -1.1911 0.8420 -1.6751
C -0.4099 -0.1363 -1.6873
C 0.4622 1.2807 0.7025
C -0.0733 -1.1663 0.3177
P -1.0429 0.3965 0.2419
S 0.3897 -1.6394 -1.2540
H 0.4653 1.5563 1.6916
H 1.2508 0.7011 0.5016
H 0.1493 -1.8347 1.1612
*
```

LUMO level (alpha / beta) = -0.0255 / -0.0358 Ha
electronic energy = -893.4815 a.u.
energy above the lowest of the compared OMol25 structures with the same formula, charge and spin = 374.38 kJ/mol

Results of the Löwdin charge analysis, in e, for atoms 1 through 8:
1. C -0.19
2. C -0.63
3. C -0.15
4. C -0.65
5. P 0.81
6. S 0.86
7. H -0.03
8. H -0.06


13.
This record from OMol25 describes 2 unconnected molecules or ions with the total composition C4H3S2. The level of theory is wB97M-V/def2-TZVPD.

The geometry in ORCA input format:
```
! RIJCOSX wB97M-V def2-TZVPD def2/J DEFGRID3
* xyz -1 1
C 1.0999 -0.7969 -0.8161
C 2.1896 -1.6007 -0.9298
C 1.6359 -1.0053 -2.1193
C -0.0459 -0.1536 -0.1432
S 0.6846 -1.8086 2.6566
S 1.4526 -0.7750 -3.7036
H -0.9041 -0.3146 -0.9259
H 0.2962 0.7699 0.0538
H -0.2413 -0.6540 0.7759
*
```

LUMO level (alpha / beta) = 0.0371 / 0.1100 Ha
electronic energy = -950.4292 a.u.
energy above the lowest of the compared OMol25 structures with the same formula, charge and spin = 455.45 kJ/mol

Results of the Löwdin charge analysis, in e, for atoms 1 through 8:
1. C -0.27
2. C 0.15
3. C -0.87
4. C -0.08
5. S -0.60
6. S 0.61
7. H 0.13
8. H 0.04


14.
This record from OMol25 describes 2 unconnected molecules or ions with the total composition C4H4. The level of theory is wB97M-V/def2-TZVPD.

The geometry in ORCA input format:
```
! RIJCOSX wB97M-V def2-TZVPD def2/J DEFGRID3
* xyz 0 1
C 2.5677 0.2285 0.2120
C 1.9334 -0.8071 -0.1567
C -2.2325 0.2880 -0.0886
C -1.9414 -0.6926 0.6916
H 2.8341 1.0708 -0.3133
H -1.6238 1.1274 -0.5309
H -3.2882 0.7520 0.0525
H 1.7508 -1.9669 0.1333
*
```

LUMO level = -0.0166 Ha
electronic energy = -154.5278 a.u.
energy above the lowest of the compared OMol25 structures with the same formula, charge and spin = 505.83 kJ/mol

The molecule's Löwdin atomic charges, reported in e, are given here:
1. C -0.03
2. C -0.03
3. C -0.21
4. C 0.05
5. H -0.02
6. H 0.07
7. H 0.09
8. H 0.09


15.
This record from OMol25 describes 2 unconnected molecules or ions with the total composition C4H4. The level of theory is wB97M-V/def2-TZVPD.

The geometry in ORCA input format:
```
! RIJCOSX wB97M-V def2-TZVPD def2/J DEFGRID3
* xyz 0 1
C -1.4061 -1.5349 1.3803
C -1.3384 -0.5234 2.1101
H -1.2058 -2.4795 0.8351
H -1.1233 0.5388 2.5266
C 1.0936 0.7214 -1.2284
C 1.5760 1.0546 -2.2830
H 0.3381 0.5258 -0.4401
H 2.0659 1.6973 -2.9005
*
```

SMILES string = C#C.C#C
LUMO level = 0.0416 Ha
electronic energy = -154.6214 a.u.
energy above the lowest of the compared OMol25 structures with the same formula, charge and spin = 260.05 kJ/mol

The molecule's Löwdin atomic charges, reported in e, are given here:
1. C -0.04
2. C -0.05
3. H 0.03
4. H 0.06
5. C -0.01
6. C -0.01
7. H 0.02
8. H -0.02